Molecular formula: C35H39BaN11O6S4
Method: DFT, ωB97M-V/def2-TZVPD

Last column: Löwdin charge in e.
CARTESIAN COORDINATES (ANGSTROEM)
1 Ba 0.460 1.177 -0.421  1.8829
2 O -0.457 3.923 -4.617  0.0003
3 C -1.765 4.105 -4.339  -0.2739
4 C -2.637 4.457 -5.368  -0.0346
5 C -3.980 4.656 -5.107  -0.1163
6 C -4.471 4.519 -3.814  -0.1144
7 C -3.607 4.177 -2.789  -0.0348
8 C -2.254 3.960 -3.028  -0.0828
9 C -1.322 3.557 -1.930  -0.5064
10 O -0.104 3.245 -2.217  -0.1993
11 N -1.831 3.641 -0.729  0.0337
12 N -1.019 3.215 0.282  -0.1572
13 C -1.115 3.860 1.382  -0.1088
14 C -0.261 3.648 2.532  -0.1720
15 C -0.539 4.350 3.709  -0.0986
16 C 0.274 4.273 4.824  -0.1521
17 C 1.420 3.476 4.757  -0.1291
18 C 1.735 2.789 3.607  -0.0336
19 C 0.918 2.834 2.443  -0.4106
20 O 1.233 2.197 1.376  -0.4724
21 H -0.066 3.634 -3.716  0.0550
22 H -2.239 4.555 -6.371  0.1037
23 H -4.651 4.907 -5.921  0.0883
24 H -5.525 4.668 -3.611  0.0851
25 H -3.960 4.050 -1.776  0.1019
26 H -1.829 4.689 1.446  0.1154
27 H -1.435 4.963 3.739  0.1022
28 H 0.036 4.824 5.725  0.0799
29 H 2.063 3.389 5.627  0.0874
30 H 2.625 2.172 3.552  0.1032
31 O -3.672 -3.312 -6.162  -0.1505
32 C -2.969 -2.819 -5.296  -1.1080
33 S -1.465 -3.514 -4.726  0.8712
34 C -1.008 -2.260 -3.528  -1.2237
35 C -1.900 -1.249 -3.393  -1.1867
36 S -1.888 0.159 -2.378  0.3688
37 S -3.329 -1.322 -4.458  0.8821
38 S 0.504 -2.485 -2.770  0.4306
39 C 5.567 0.260 -2.546  -0.0364
40 N 4.244 0.610 -3.019  -0.0557
41 C 4.036 1.216 -4.212  -0.0724
42 C 2.795 1.505 -4.643  0.0040
43 C 1.700 1.114 -3.791  -0.3874
44 N 1.924 0.648 -2.564  -0.0101
45 C 3.159 0.363 -2.133  -0.5529
46 O 3.420 -0.106 -1.029  -0.0001
47 N 0.467 1.169 -4.249  0.1930
48 H 6.290 0.402 -3.348  0.0793
49 H 5.572 -0.780 -2.223  0.0890
50 H 5.841 0.874 -1.686  0.0922
51 H 4.920 1.438 -4.798  0.1181
52 H 2.612 1.984 -5.593  0.1045
53 H 0.259 1.735 -5.055  0.1073
54 H -0.320 0.917 -3.617  -0.0232
55 N -1.591 1.185 4.625  -0.0569
56 N -1.289 0.270 3.562  -0.0359
57 H -1.181 2.099 4.443  0.0169
58 H -1.140 0.821 5.453  0.0508
59 H -0.311 0.338 3.281  0.0392
60 H -1.835 0.561 2.760  0.0619
61 C -3.758 -1.455 1.559  -0.0062
62 C -2.480 -2.137 1.980  -0.4030
63 O -1.531 -2.175 1.230  0.0777
64 C -2.423 -2.796 3.316  -0.1554
65 C -3.512 -2.873 4.180  -0.0318
66 C -3.396 -3.516 5.402  -0.0947
67 C -2.194 -4.095 5.781  -0.1005
68 C -1.097 -4.015 4.930  -0.0798
69 C -1.216 -3.373 3.713  -0.0141
70 H -3.597 -0.985 0.589  0.0818
71 H -4.044 -0.700 2.294  0.0839
72 H -4.559 -2.191 1.473  0.0875
73 H -4.457 -2.425 3.903  0.1057
74 H -4.246 -3.557 6.072  0.0948
75 H -2.102 -4.592 6.739  0.0926
76 H -0.149 -4.449 5.224  0.0984
77 H -0.374 -3.288 3.041  0.0963
78 C 4.391 -3.606 0.515  -0.0737
79 C 3.229 -4.598 0.542  -0.4119
80 C 2.644 -4.799 -0.851  -0.0831
81 C 2.159 -4.164 1.558  -0.1246
82 N 1.831 -2.756 1.525  -0.0997
83 C 1.121 -2.012 0.664  -0.1740
84 N 1.088 -0.785 1.132  -0.1611
85 N 1.777 -0.792 2.285  -0.0054
86 N 2.228 -1.957 2.540  0.0566
87 H 5.200 -3.993 -0.108  0.0730
88 H 4.779 -3.429 1.521  0.0736
89 H 4.069 -2.649 0.099  0.0710
90 H 3.599 -5.565 0.904  0.1242
91 H 2.251 -3.869 -1.259  0.0054
92 H 1.828 -5.523 -0.831  0.0793
93 H 3.408 -5.167 -1.539  0.0774
94 H 2.533 -4.340 2.567  0.1171
95 H 1.246 -4.743 1.409  0.1273
96 H 0.646 -2.358 -0.251  0.0444

**HOMO level**: -0.027 Eh
**Relative energy (zero: lowest compared OMol25 entry of this formula, charge and spin)**: 54.9 kcal/mol
**E_tot**: -109643.560 eV
**Total charge**: -2
**2S+1**: 1

Molecular formula: C35H39BaN6O2Se2
Method: DFT, ωB97M-V/def2-TZVPD

Last column: Löwdin charge in e.
CARTESIAN COORDINATES (ANGSTROEM)
1 Ba -0.324 0.198 -0.257  1.7604
2 C 2.262 -1.344 0.911  -0.1396
3 N 1.649 -0.489 1.923  -0.2774
4 C 2.617 0.509 2.377  -0.2192
5 C 2.573 1.828 1.609  -0.1729
6 C 1.462 2.774 2.068  -0.2407
7 N 0.242 2.711 1.260  -0.0381
8 C -0.357 3.841 1.182  -0.1606
9 C -1.575 4.193 0.494  -0.1757
10 C -1.985 5.540 0.576  -0.0945
11 C -3.146 5.986 0.000  -0.1361
12 C -3.958 5.051 -0.680  -0.1064
13 C -3.606 3.735 -0.782  -0.0122
14 C -2.386 3.237 -0.213  -0.4173
15 O -2.059 2.025 -0.359  -0.4029
16 C 1.144 -1.303 3.032  -0.2203
17 C 0.035 -0.633 3.836  -0.1510
18 C -1.317 -0.500 3.082  -0.2262
19 N -1.310 -1.283 1.867  -0.1154
20 C -2.061 -2.315 1.804  -0.1257
21 C -2.156 -3.282 0.735  -0.1594
22 C -3.080 -4.325 0.925  -0.0796
23 C -3.272 -5.320 -0.001  -0.1207
24 C -2.506 -5.282 -1.177  -0.1007
25 C -1.590 -4.286 -1.394  -0.0323
26 C -1.376 -3.229 -0.462  -0.4131
27 O -0.516 -2.306 -0.716  -0.3600
28 H 3.097 -1.930 1.325  0.0934
29 H 2.661 -0.732 0.096  0.0622
30 H 1.515 -2.027 0.500  0.0589
31 H 3.631 0.081 2.333  0.1164
32 H 2.428 0.729 3.430  0.1099
33 H 2.498 1.662 0.528  0.0883
34 H 3.541 2.314 1.769  0.1072
35 H 1.856 3.798 2.083  0.1012
36 H 1.210 2.535 3.109  0.1095
37 H 0.096 4.700 1.704  0.1115
38 H -1.352 6.235 1.122  0.0968
39 H -3.443 7.024 0.075  0.0805
40 H -4.888 5.386 -1.128  0.0939
41 H -4.225 3.007 -1.293  0.1005
42 H 1.975 -1.574 3.705  0.1217
43 H 0.755 -2.228 2.608  0.1151
44 H 0.365 0.351 4.182  0.0916
45 H -0.114 -1.237 4.735  0.1051
46 H -1.496 0.547 2.819  0.1010
47 H -2.132 -0.808 3.752  0.1049
48 H -2.715 -2.536 2.663  0.1211
49 H -3.672 -4.318 1.836  0.1031
50 H -4.014 -6.092 0.155  0.0890
51 H -2.656 -6.039 -1.939  0.0979
52 H -1.023 -4.244 -2.317  0.1076
53 C -5.937 -5.767 -3.588  -0.0748
54 C -5.379 -4.475 -3.049  -0.3076
55 C -4.393 -3.772 -3.727  -0.0492
56 C -3.850 -2.592 -3.227  -0.3232
57 C -2.750 -1.912 -3.989  -0.1121
58 C -4.312 -2.061 -2.009  -0.5777
59 Se -3.635 -0.405 -1.334  0.5583
60 C -5.298 -2.782 -1.306  -0.3176
61 C -5.806 -2.293 0.020  -0.1130
62 C -5.812 -3.960 -1.834  -0.0508
63 H -5.508 -5.999 -4.565  0.0626
64 H -7.023 -5.719 -3.704  0.0673
65 H -5.718 -6.605 -2.921  0.0664
66 H -4.018 -4.163 -4.670  0.1010
67 H -2.492 -2.480 -4.887  0.0637
68 H -1.863 -1.807 -3.358  0.0481
69 H -3.041 -0.897 -4.270  0.0560
70 H -4.972 -2.010 0.665  0.0347
71 H -6.410 -3.061 0.510  0.0656
72 H -6.409 -1.389 -0.102  0.0668
73 H -6.566 -4.501 -1.267  0.1081
74 Se 0.593 4.084 -2.581  1.2031
75 N 1.894 3.904 -3.774  -0.2314
76 C 2.318 2.657 -3.679  -0.3972
77 C 3.345 2.042 -4.461  -0.0029
78 C 3.638 0.748 -4.193  -0.0479
79 C 2.938 0.036 -3.156  -0.1146
80 N 2.006 0.544 -2.414  0.0798
81 C 1.685 1.853 -2.670  -0.4747
82 N 0.741 2.448 -1.972  -0.2727
83 H 3.852 2.608 -5.230  0.1161
84 H 4.402 0.225 -4.751  0.1019
85 H 3.188 -1.004 -2.968  0.1169

**HOMO level**: -0.105 Eh
**Relative energy (zero: lowest compared OMol25 entry of this formula, charge and spin)**: 14.5 kcal/mol
**E_tot**: -181353.921 eV
**Total charge**: -1
**2S+1**: 1

Molecular formula: C35H39BrClN3O4PPd
Method: DFT, ωB97M-V/def2-TZVPD

Last column: Löwdin spin population.
CARTESIAN COORDINATES (ANGSTROEM)
1 Pd -0.382 -0.060 -0.056  1.2904
2 N 2.314 0.307 2.058  0.0019
3 P 2.279 -0.201 0.411  0.0491
4 C 3.290 -1.714 0.812  0.0076
5 C 4.657 -1.664 1.063  0.0021
6 C 5.353 -2.798 1.442  0.0007
7 C 4.700 -4.010 1.591  0.0003
8 C 3.338 -4.070 1.363  0.0000
9 C 2.646 -2.931 0.989  0.0006
10 C 3.682 0.770 -0.274  0.0097
11 C 4.016 2.052 0.147  0.0041
12 C 5.097 2.711 -0.418  0.0000
13 C 5.867 2.096 -1.390  0.0035
14 C 5.530 0.824 -1.828  -0.0003
15 C 4.433 0.178 -1.289  0.0034
16 C 1.274 0.799 2.785  0.0038
17 C 1.526 1.368 4.046  0.0022
18 C 0.471 1.817 4.804  -0.0014
19 C -0.817 1.726 4.284  0.0015
20 C -0.977 1.143 3.042  0.0023
21 N 0.030 0.662 2.324  0.0533
22 H 3.231 0.530 2.429  0.0007
23 H 5.199 -0.735 0.957  0.0001
24 H 6.416 -2.730 1.631  0.0001
25 H 5.250 -4.890 1.895  0.0000
26 H 2.813 -5.006 1.486  0.0000
27 H 1.584 -2.975 0.837  0.0005
28 H 3.406 2.547 0.886  0.0003
29 H 5.336 3.716 -0.097  -0.0001
30 H 6.728 2.604 -1.805  0.0002
31 H 6.131 0.338 -2.586  -0.0001
32 H 4.174 -0.817 -1.627  0.0001
33 H 2.542 1.434 4.408  0.0004
34 H 0.644 2.231 5.788  -0.0001
35 H -1.665 2.097 4.836  0.0003
36 H -1.962 1.042 2.594  0.0002
37 O 0.780 1.683 -1.601  0.0038
38 Cl 0.405 2.563 -0.544  0.0005
39 O 0.533 3.907 -0.986  0.0021
40 O -0.923 2.335 -0.094  0.0363
41 O 1.284 2.355 0.570  -0.0009
42 C 2.312 -0.983 -3.888  -0.0006
43 C 1.804 -2.074 -2.995  0.0026
44 C 2.281 -3.375 -3.108  0.0144
45 C 1.734 -4.369 -2.311  0.0019
46 C 2.198 -5.793 -2.444  -0.0001
47 C 0.775 -4.071 -1.361  0.0165
48 C 0.326 -2.745 -1.142  0.0161
49 C 0.840 -1.784 -2.061  0.0283
50 N -0.422 -2.255 -0.139  0.1927
51 C -1.253 -2.911 0.849  0.0173
52 C -1.400 -4.438 0.783  0.0062
53 C -2.365 -4.930 1.864  0.0015
54 C -3.739 -4.290 1.686  -0.0001
55 C -3.603 -2.774 1.806  0.0002
56 C -3.051 -2.410 3.182  0.0001
57 C -1.680 -3.059 3.349  0.0003
58 C -1.824 -4.576 3.249  0.0000
59 C -0.726 -2.574 2.261  0.0019
60 C -2.651 -2.266 0.731  0.0011
61 H 3.348 -1.171 -4.171  -0.0001
62 H 2.238 -0.019 -3.388  -0.0001
63 H 1.708 -0.943 -4.796  -0.0002
64 H 3.060 -3.610 -3.821  0.0010
65 H 2.932 -5.886 -3.240  0.0001
66 H 1.361 -6.457 -2.664  -0.0002
67 H 2.656 -6.137 -1.516  -0.0002
68 H 0.429 -4.895 -0.762  0.0005
69 H 0.441 -0.770 -2.052  0.0006
70 H -0.433 -4.908 0.969  0.0000
71 H -1.765 -4.738 -0.201  0.0000
72 H -2.456 -6.022 1.786  0.0004
73 H -4.425 -4.676 2.445  0.0000
74 H -4.144 -4.543 0.705  0.0000
75 H -4.587 -2.310 1.671  0.0002
76 H -3.728 -2.767 3.962  0.0000
77 H -2.968 -1.326 3.273  0.0000
78 H -1.266 -2.795 4.333  0.0001
79 H -2.512 -4.942 4.017  0.0000
80 H -0.855 -5.054 3.419  0.0000
81 H 0.249 -3.037 2.419  0.0000
82 H -0.589 -1.494 2.320  -0.0010
83 H -2.521 -1.178 0.846  -0.0026
84 H -3.059 -2.457 -0.264  -0.0004
85 Br -2.335 0.156 -1.697  0.2226

**HOMO level (spin up / spin down)**: -0.153 / -0.142 Eh
**E_tot**: -144917.902 eV
**⟨S²⟩**: 2.01
**Total charge**: -1
**2S+1**: 3

Molecular formula: C35H39BrN4O9Pr
Method: DFT, ωB97M-V/def2-TZVPD

Last column: Löwdin spin population.
CARTESIAN COORDINATES (ANGSTROEM)
1 Pr 0.069 0.051 -0.088  2.0207
2 O -1.425 1.862 4.070  0.0000
3 C -1.265 1.138 2.990  0.0000
4 O -0.234 1.080 2.353  -0.0006
5 C -2.508 0.375 2.552  -0.0001
6 O -2.134 -0.329 1.385  -0.0003
7 C -3.191 -0.637 0.461  -0.0001
8 C -2.561 -0.369 -0.949  -0.0008
9 O -3.088 0.455 -1.682  -0.0009
10 O -1.480 -0.989 -1.151  -0.0066
11 H -0.624 2.359 4.315  0.0000
12 H -3.313 1.099 2.364  0.0000
13 H -2.833 -0.304 3.355  0.0000
14 H -4.063 0.002 0.620  0.0000
15 H -3.462 -1.693 0.560  0.0000
16 C -0.079 2.546 -5.944  0.0000
17 C -0.558 2.517 -4.532  0.0000
18 C -1.491 3.443 -4.074  0.0002
19 C -1.852 3.450 -2.740  0.0000
20 C -1.251 2.512 -1.928  0.0000
21 Br -1.585 2.570 -0.042  -0.0008
22 N -0.403 1.576 -2.325  -0.0018
23 C -0.080 1.579 -3.617  0.0001
24 H -0.607 3.307 -6.513  0.0000
25 H -0.227 1.584 -6.430  0.0000
26 H 0.986 2.770 -5.976  0.0000
27 H -1.928 4.156 -4.755  0.0000
28 H -2.562 4.152 -2.336  0.0000
29 H 0.602 0.801 -3.940  0.0000
30 O 1.438 1.987 -0.327  -0.0030
31 C 2.525 2.378 0.132  0.0004
32 C 3.416 1.625 0.937  0.0001
33 C 4.667 2.158 1.282  0.0001
34 C 5.567 1.398 1.988  0.0001
35 C 5.261 0.075 2.375  0.0003
36 C 4.040 -0.448 2.097  -0.0001
37 C 3.047 0.296 1.382  0.0004
38 O 1.906 -0.201 1.165  -0.0038
39 N 6.852 1.931 2.327  0.0000
40 O 7.631 1.191 2.890  0.0000
41 O 7.078 3.085 2.027  0.0001
42 H 2.864 3.395 -0.126  -0.0001
43 H 4.936 3.160 0.977  0.0000
44 H 6.021 -0.494 2.892  0.0000
45 H 3.771 -1.450 2.397  0.0000
46 C 4.576 -4.625 -3.807  0.0000
47 C 3.405 -3.909 -4.499  0.0001
48 C 3.940 -3.139 -5.709  0.0000
49 C 2.385 -4.944 -4.993  0.0000
50 C 2.769 -2.989 -3.476  0.0006
51 C 2.884 -1.602 -3.521  -0.0002
52 C 2.292 -0.840 -2.527  0.0004
53 N 1.606 -1.352 -1.509  -0.0029
54 C 1.522 -2.692 -1.414  0.0005
55 C 2.082 -3.518 -2.385  -0.0001
56 C 0.873 -3.240 -0.195  0.0000
57 C 0.898 -4.601 0.113  0.0000
58 C 0.349 -5.075 1.300  0.0002
59 C -0.176 -4.117 2.169  0.0000
60 C -0.167 -2.786 1.796  0.0003
61 N 0.315 -2.349 0.638  -0.0024
62 C 0.312 -6.547 1.663  0.0000
63 C 1.010 -7.429 0.625  0.0000
64 C -1.158 -6.981 1.759  0.0000
65 C 1.009 -6.754 3.015  0.0000
66 H 5.089 -5.267 -4.518  0.0000
67 H 4.231 -5.237 -2.979  0.0000
68 H 5.289 -3.902 -3.420  0.0000
69 H 4.314 -3.836 -6.454  0.0000
70 H 4.763 -2.486 -5.428  0.0000
71 H 3.154 -2.546 -6.170  0.0000
72 H 2.830 -5.556 -5.773  0.0000
73 H 1.509 -4.452 -5.407  0.0000
74 H 2.060 -5.609 -4.199  0.0000
75 H 3.424 -1.111 -4.313  0.0000
76 H 2.400 0.242 -2.538  0.0000
77 H 1.991 -4.586 -2.301  0.0000
78 H 1.356 -5.303 -0.560  0.0000
79 H -0.585 -4.404 3.123  0.0000
80 H -0.554 -2.022 2.465  0.0001
81 H 0.524 -7.363 -0.345  0.0000
82 H 0.963 -8.465 0.949  0.0000
83 H 2.059 -7.162 0.521  0.0000
84 H -1.650 -6.875 0.795  0.0000
85 H -1.706 -6.391 2.487  0.0000
86 H -1.214 -8.024 2.059  0.0000
87 H 2.033 -6.393 2.972  0.0000
88 H 1.028 -7.813 3.261  0.0000
89 H 0.497 -6.235 3.820  0.0000

**HOMO level (spin up / spin down)**: -0.394 / -0.394 Eh
**E_tot**: -145424.956 eV
**⟨S²⟩**: 2.00
**Total charge**: +1
**2S+1**: 3

- Which of these has the lowest E_tot?
  C35H39BaN6O2Se2